# C10H26ClO15

A 8-piece molecular cluster, C10H26ClO15 overall (ωB97M-V with the def2-TZVPD basis set, the Open Molecules 2025 dataset).

Output
HOMO: -7.17 eV
Net charge: -1
Frontier orbital gap: 9.78 eV

Atoms and positions in Å:
Cl1 -22.04643 6.38092 6.89282
O1 -21.92050 6.97557 8.17730
O2 -22.70005 7.23062 5.96701
O3 -20.78131 5.99094 6.32030
O4 -22.74405 5.17406 7.24623
C1 -21.23134 10.30985 6.53454
C2 -20.11269 9.86653 5.68598
O5 -19.03305 9.67064 6.57332
C3 -19.29906 10.31043 7.72873
O6 -18.56592 10.32538 8.66047
O7 -20.52794 10.80805 7.63616
H1 -21.81837 9.41550 6.74347
H2 -21.82956 11.14158 6.16245
H3 -19.80406 10.62664 4.96829
H4 -20.41099 8.95263 5.17226
C4 -25.12311 7.51064 9.72837
C5 -25.50411 7.58036 8.25475
O8 -26.90886 7.36521 8.37324
C6 -27.37559 7.28005 9.62666
O9 -28.59249 7.23361 9.86123
O10 -26.32877 7.33175 10.45642
H5 -24.64970 8.42174 10.09426
H6 -24.47900 6.64235 9.86734
H7 -25.04765 6.82319 7.61723
H8 -25.31253 8.55067 7.79659
O11 -23.19652 4.27745 10.50768
H9 -22.62908 3.70031 11.01871
H10 -22.59258 4.84012 10.02302
O12 -20.70501 2.66460 6.49469
H11 -19.84988 2.74384 6.91741
H12 -21.01935 3.56548 6.41827
O13 -24.64329 2.11733 7.85732
H13 -25.31126 2.10133 8.54274
H14 -24.09076 2.86712 8.07813
C7 -22.75407 3.55502 2.36979
C8 -22.83351 4.32258 3.68041
O14 -22.68807 5.63037 3.47752
H15 -23.49469 3.83840 1.62195
H16 -22.84069 2.47669 2.50319
H17 -21.86338 3.82713 1.80346
H18 -22.14069 3.85854 4.38238
H19 -23.83305 4.22210 4.10339
H20 -22.44353 6.01415 4.32281
C9 -19.07278 4.60830 3.12386
C10 -18.67424 5.99226 2.70308
O15 -19.35567 6.99147 3.47135
H21 -18.61152 3.89040 2.44566
H22 -20.15548 4.49048 3.07937
H23 -18.85437 4.29537 4.14487
H24 -18.82556 6.17607 1.63940
H25 -17.59430 6.11531 2.78489
H26 -19.73750 6.59468 4.25771

Here is what Mulliken gives for the atomic charges, in e:
1 Cl 1.6926
2 O -0.7272
3 O -0.6606
4 O -0.6622
5 O -0.5640
6 C 0.2031
7 C -0.0695
8 O -0.3185
9 C 0.7006
10 O -0.5566
11 O -0.3827
12 H -0.1525
13 H 0.2969
14 H 0.2613
15 H 0.0418
16 C 0.1538
17 C 0.1292
18 O -0.3905
19 C 0.6630
20 O -0.6045
21 O -0.3796
22 H 0.2445
23 H 0.0307
24 H 0.0321
25 H 0.1294
26 O -0.6215
27 H 0.2857
28 H 0.2894
29 O -0.6760
30 H 0.2681
31 H 0.3337
32 O -0.6468
33 H 0.3011
34 H 0.3551
35 C -1.3937
36 C 0.1906
37 O -0.5854
38 H 0.3719
39 H 0.3171
40 H 0.3063
41 H 0.0431
42 H 0.4382
43 H 0.2860
44 C -0.9062
45 C -0.2355
46 O -0.5154
47 H 0.4091
48 H 0.0467
49 H 0.3484
50 H 0.3051
51 H 0.2495
52 H 0.3248